Record 1
{
  "formula": "CH3NO2S",
  "method": "ωB97M-V/def2-TZVPD",
  "homo_lumo_gap_ev": 9.89,
  "homo_energy_ev": -9.572,
  "lumo_energy_ev": 0.320,
  "e_above_lowest_ev": 1.739,
  "spin_multiplicity": 1,
  "species": ["C", "N", "O", "O", "S", "H", "H", "H"],
  "coordinates": [[0.143, 1.069, -0.044], [-0.458, 1.087, 1.050], [2.318, 0.278, -1.262], [1.439, -1.036, 0.741], [1.884, 0.427, 0.147], [-0.297, 1.434, -1.031], [-1.507, 1.258, 0.889], [2.044, -1.232, 1.351]]
}

=====

Record 2
{
  "formula": "C13H46N8O10",
  "method": "ωB97M-V/def2-TZVPD",
  "homo_lumo_gap_ev": 7.71,
  "homo_energy_ev": -8.743,
  "lumo_energy_ev": -1.029,
  "e_above_lowest_ev": 8.054,
  "smiles": "NC(N)=O.NC(N)=O.NC(N)=O.NC(N)=O.CCO.CCO.CCO.CO.CO.CO",
  "spin_multiplicity": 1,
  "species": ["N", "C", "N", "O", "H", "H", "H", "H", "N", "C", "N", "O", "H", "H", "H", "H", "N", "C", "N", "O", "H", "H", "H", "H", "N", "C", "N", "O", "H", "H", "H", "H", "C", "C", "O", "H", "H", "H", "H", "H", "H", "C", "C", "O", "H", "H", "H", "H", "H", "H", "C", "C", "O", "H", "H", "H", "H", "H", "H", "C", "O", "H", "H", "H", "H", "C", "O", "H", "H", "H", "H", "C", "O", "H", "H", "H", "H"],
  "coordinates": [[7.546, 0.771, 2.872], [8.435, -0.016, 3.394], [7.977, -1.255, 3.155], [9.606, 0.354, 4.035], [7.689, 1.792, 3.021], [6.648, 0.486, 2.626], [8.425, -1.923, 3.783], [7.108, -1.457, 2.646], [6.076, 4.371, -1.928], [6.676, 3.170, -1.776], [6.674, 2.680, -0.589], [7.406, 2.568, -2.815], [6.045, 4.702, -2.908], [5.589, 4.881, -1.187], [7.164, 1.791, -0.394], [6.228, 3.184, 0.284], [10.696, 2.705, 3.001], [11.633, 3.243, 3.722], [11.995, 4.399, 3.276], [12.245, 2.676, 4.834], [10.288, 1.847, 3.281], [10.088, 3.236, 2.366], [12.750, 4.934, 3.776], [11.660, 4.869, 2.388], [5.806, 3.738, 1.626], [7.011, 4.142, 2.057], [7.169, 5.429, 2.056], [7.972, 3.340, 2.563], [5.545, 2.817, 1.878], [5.066, 4.436, 1.403], [8.023, 5.777, 2.431], [6.508, 6.056, 1.556], [12.361, 0.119, -1.900], [11.732, -1.231, -2.310], [10.488, -1.063, -2.912], [11.681, 0.654, -1.300], [12.606, 0.718, -2.757], [13.361, 0.007, -1.359], [11.636, -1.942, -1.547], [12.496, -1.690, -2.911], [10.119, -1.947, -3.036], [13.305, -0.019, 2.475], [12.173, 0.157, 1.533], [12.203, 1.492, 1.116], [14.193, 0.207, 1.965], [13.415, -1.092, 2.797], [13.241, 0.631, 3.373], [11.188, -0.164, 1.918], [12.365, -0.484, 0.726], [11.823, 1.981, 1.839], [9.637, -3.838, -0.301], [9.378, -2.383, 0.149], [9.845, -2.263, 1.423], [9.096, -4.107, -1.177], [9.339, -4.631, 0.429], [10.722, -4.029, -0.448], [8.244, -2.287, 0.242], [9.685, -1.555, -0.473], [9.191, -1.810, 1.935], [6.013, -0.677, -2.471], [7.243, -1.186, -2.180], [5.283, -0.827, -1.667], [5.449, -1.114, -3.323], [6.027, 0.429, -2.671], [7.625, -0.537, -1.605], [10.863, 3.003, -3.172], [10.346, 1.809, -3.717], [10.188, 3.828, -3.253], [11.823, 3.360, -3.526], [10.935, 2.895, -2.093], [10.871, 1.120, -3.326], [9.274, 1.338, -0.103], [8.127, 0.569, 0.097], [9.212, 1.726, -1.133], [10.065, 0.649, -0.042], [9.374, 2.022, 0.739], [7.946, 0.512, 1.045]]
}

=====

Record 3
{
  "formula": "C6H13MgO3",
  "method": "ωB97M-V/def2-TZVPD",
  "homo_lumo_gap_ev": [7.15, 8.92],
  "homo_energy_ev": [-7.365, -9.175],
  "lumo_energy_ev": [-0.219, -0.253],
  "e_above_lowest_ev": 0.000,
  "s_squared": 0.75,
  "spin_multiplicity": 2,
  "species": ["C", "C", "H", "H", "H", "H", "H", "O", "C", "C", "O", "C", "C", "O", "Mg", "H", "H", "H", "H", "H", "H", "H", "H"],
  "coordinates": [[3.318, -0.117, -0.483], [3.712, -0.716, 0.859], [3.558, -0.797, -1.312], [3.843, 0.831, -0.675], [3.361, -1.752, 0.959], [3.273, -0.146, 1.694], [4.808, -0.741, 0.980], [-2.297, 2.595, -0.869], [-0.988, 2.211, -1.133], [-0.774, 0.739, -0.924], [-1.518, 0.254, 0.123], [-1.869, -1.136, 0.194], [-3.047, -1.215, 1.166], [-4.016, -0.263, 0.873], [-3.304, 1.357, 0.167], [-0.271, 2.772, -0.486], [-0.683, 2.444, -2.174], [2.212, 0.106, -0.547], [-1.003, -1.724, 0.532], [-2.167, -1.464, -0.814], [-2.651, -1.089, 2.196], [-3.445, -2.246, 1.108], [-0.052, 0.095, -1.433]]
}